{
  "formula": "C6H8NP",
  "method": "wB97M-V/def2-TZVPD",
  "total_energy_ha": -629.35128,
  "de_lowest_ev": 1.955,
  "smiles": "C1=NC=P(C2CC2)=C1",
  "gap_ha": 0.2853,
  "species": ["C", "N", "C", "P", "C", "C", "C", "C", "H", "H", "H", "H", "H", "H", "H", "H"],
  "positions_angstrom": [[-2.64999, -1.04475, 0.15913], [-3.21517, 0.14815, -0.18296], [-2.59009, 1.24408, -0.04081], [-0.55811, 0.56590, -0.00005], [1.27594, 0.08050, 0.52952], [2.35363, 0.95070, 0.13239], [2.12682, -0.30827, -0.56333], [-1.27319, -1.01734, 0.14785], [-3.09039, -1.99422, 0.36461], [-2.85727, 2.04739, -0.61774], [1.23424, -0.25491, 1.47461], [3.32431, 0.91385, 0.61403], [2.08245, 1.75427, -0.52795], [1.76901, -0.20306, -1.50273], [2.79633, -1.05305, -0.34541], [-0.72854, -1.82925, 0.35882]],
  "atomic_forces_ev_per_a": [[1.96, 0.54, -0.69], [-0.16, -0.18, 1.09], [1.29, -3.08, 1.27], [-0.18, -0.84, -1.41], [-3.89, 2.40, -0.51], [1.70, 1.54, -0.71], [0.02, -0.66, 0.71], [-1.93, 3.39, -0.16], [-1.30, 0.01, -0.19], [-0.16, 2.33, -1.15], [0.38, -1.85, 2.93], [-0.39, 0.80, 0.52], [0.34, 0.77, 0.37], [-1.10, -0.26, -2.86], [1.44, -1.91, 0.06], [1.98, -2.99, 0.72]]
}


{
  "formula": "CH3ClO2S",
  "method": "wB97M-V/def2-TZVPD",
  "total_energy_ha": -1048.69153,
  "de_lowest_ev": 2.328,
  "smiles": "OSCl.C=O",
  "gap_ha": 0.3342,
  "species": ["O", "S", "Cl", "H", "C", "O", "H", "H"],
  "positions_angstrom": [[-1.28391, -0.76068, -0.34710], [-0.60215, -1.71353, -1.41651], [-1.75029, -1.36234, -3.05248], [-1.00270, 0.23820, -0.33816], [1.11448, 0.94244, 1.35477], [0.72080, 1.30614, 0.32495], [0.64786, -0.03425, 1.74214], [2.15591, 1.38401, 1.73239]],
  "atomic_forces_ev_per_a": [[-0.23, 2.69, 1.27], [0.49, -0.08, -0.56], [-0.05, -0.07, -0.26], [-0.06, -2.52, -0.40], [3.03, -2.39, 2.54], [-1.80, 1.92, -3.38], [0.68, 1.25, 0.65], [-2.06, -0.80, 0.15]]
}


{
  "formula": "C2H4N2O2S",
  "method": "wB97M-V/def2-TZVPD",
  "total_energy_ha": -736.74717,
  "de_lowest_ev": 1.571,
  "smiles": "O/C=N\\S.N=C=O",
  "gap_ha": 0.3419,
  "species": ["O", "C", "N", "S", "H", "H", "H", "N", "C", "O", "H"],
  "positions_angstrom": [[-2.65291, -0.34462, -0.38340], [-1.45583, -0.43317, 0.27618], [-0.47128, 0.38238, 0.24296], [-0.33364, 1.99641, -0.01275], [-2.75354, 0.54248, -0.78874], [-1.42755, -1.47060, 0.72754], [0.93189, 2.09670, 0.61628], [2.08730, -1.41421, 0.00095], [2.19614, -0.23004, -0.17607], [2.57603, 0.86165, -0.25831], [1.30341, -1.98698, -0.24465]],
  "atomic_forces_ev_per_a": [[0.14, 0.99, 0.33], [0.62, -0.01, -1.11], [-1.18, -2.35, 1.56], [0.98, 0.85, 0.20], [0.11, -0.58, 0.27], [0.49, 1.34, -0.45], [-1.54, 0.06, -0.82], [-0.18, -0.77, -0.07], [0.76, -0.34, 0.22], [-0.08, 0.74, -0.14], [-0.13, 0.07, 0.01]]
}


Copy entry 3 word for word.
{
  "formula": "C2H4N2O2S",
  "method": "wB97M-V/def2-TZVPD",
  "total_energy_ha": -736.74717,
  "de_lowest_ev": 1.571,
  "smiles": "O/C=N\\S.N=C=O",
  "gap_ha": 0.3419,
  "species": ["O", "C", "N", "S", "H", "H", "H", "N", "C", "O", "H"],
  "positions_angstrom": [[-2.65291, -0.34462, -0.38340], [-1.45583, -0.43317, 0.27618], [-0.47128, 0.38238, 0.24296], [-0.33364, 1.99641, -0.01275], [-2.75354, 0.54248, -0.78874], [-1.42755, -1.47060, 0.72754], [0.93189, 2.09670, 0.61628], [2.08730, -1.41421, 0.00095], [2.19614, -0.23004, -0.17607], [2.57603, 0.86165, -0.25831], [1.30341, -1.98698, -0.24465]],
  "atomic_forces_ev_per_a": [[0.14, 0.99, 0.33], [0.62, -0.01, -1.11], [-1.18, -2.35, 1.56], [0.98, 0.85, 0.20], [0.11, -0.58, 0.27], [0.49, 1.34, -0.45], [-1.54, 0.06, -0.82], [-0.18, -0.77, -0.07], [0.76, -0.34, 0.22], [-0.08, 0.74, -0.14], [-0.13, 0.07, 0.01]]
}